Entry from the Open Molecules 2025 dataset: a structure of composition C5H14N3O at a distorted geometry (wB97M-V/def2-TZVPD).

XYZ file:
```
23
Properties=species:S:1:pos:R:3:nbo_charge:R:1
H -0.347 0.932 -1.006 0.426
O 2.241 -0.135 -1.053 -0.644
C -1.326 -0.593 -0.198 0.459
H -2.210 -1.784 1.396 0.244
H -3.265 -0.038 -0.176 0.251
H -1.029 -2.652 0.322 0.244
H 2.517 1.858 0.482 0.225
C -2.618 -0.516 -0.923 -0.673
H 1.585 -0.469 2.082 0.433
H -2.839 -1.502 -1.013 0.244
H -0.416 -1.424 1.524 0.234
H 1.331 2.538 -1.475 0.392
H 0.528 3.263 -0.265 0.392
C 1.395 1.554 0.426 -0.280
H -2.552 0.135 -1.785 0.243
H 2.073 -1.093 -1.370 0.510
N 1.554 -0.744 1.073 -0.833
H 0.727 1.669 1.237 0.232
N 0.793 2.359 -0.652 -0.854
H 1.781 -1.727 0.986 0.411
N -0.247 0.008 -0.536 -0.644
C 1.552 0.093 0.055 0.683
C -1.227 -1.733 0.868 -0.694
```

Summary:
**Molecular weight**: 132.19 g/mol
**E_tot**: -11922.156 eV
**Kohn-Sham gap**: 10.3 eV
**Relative energy (zero: lowest compared OMol25 entry of this formula, charge and spin)**: 51.90 kcal per mole
**HOMO**: -13.26 eV
**LUMO energy**: -2.992 eV
**Total charge**: +1